Entry 1:
{"formula": "C6H9Cl", "method": "ωB97M-V/def2-TZVPD", "species": ["C", "C", "C", "C", "C", "C", "Cl", "H", "H", "H", "H", "H", "H", "H", "H", "H"], "coordinates": [[-1.173, -1.847, 0.214], [-1.067, 1.713, -0.490], [-1.542, -0.622, -0.104], [-0.611, 0.538, -0.084], [1.893, -0.200, -0.357], [0.871, 0.372, 0.520], [1.429, 1.974, 1.106], [-1.996, -2.510, 0.461], [-0.237, -2.195, 0.630], [-0.413, 2.532, -0.380], [-2.026, 1.865, -0.947], [-2.546, -0.270, -0.407], [2.379, 0.569, -0.994], [1.522, -1.040, -0.910], [2.680, -0.601, 0.277], [0.837, -0.279, 1.463]], "nbo_charge": [-0.41, -0.36, -0.20, -0.05, -0.64, -0.20, -0.07, 0.20, 0.20, 0.21, 0.20, 0.21, 0.23, 0.23, 0.22, 0.22], "molar_mass_g_mol": 116.591, "smiles": "C=CC(=C)[C@@H](C)Cl", "multiplicity": 1, "homo_energy_ha": -0.337, "total_charge": 0}

---

Entry 2:
{"formula": "C3H8OS", "method": "ωB97M-V/def2-TZVPD", "species": ["C", "C", "C", "H", "H", "H", "H", "H", "H", "H", "H", "O", "S"], "coordinates": [[1.832, -0.692, -0.008], [-0.082, 0.531, 0.310], [-1.507, 0.738, -0.275], [1.917, -1.756, 0.220], [2.290, -0.381, -0.843], [2.210, -0.012, 0.761], [-0.264, 0.425, 1.391], [0.409, 1.461, 0.057], [-1.512, 0.969, -1.358], [-2.126, 1.479, 0.210], [-1.225, -1.397, -0.220], [0.481, -0.547, -0.297], [-2.423, -0.818, 0.054]], "nbo_charge": [-0.24, -0.08, -0.51, 0.19, 0.18, 0.18, 0.18, 0.17, 0.21, 0.22, 0.16, -0.55, -0.10], "molar_mass_g_mol": 92.163, "smiles": "COCCS", "multiplicity": 1, "homo_energy_ha": -0.320, "total_charge": 0}

---

Entry 3:
{"formula": "C10H30LiO5S4", "method": "ωB97M-V/def2-TZVPD", "species": ["Li", "C", "C", "O", "H", "H", "H", "H", "H", "H", "C", "S", "O", "C", "H", "H", "H", "H", "H", "H", "C", "S", "O", "C", "H", "H", "H", "H", "H", "H", "C", "S", "O", "C", "H", "H", "H", "H", "H", "H", "C", "S", "O", "C", "H", "H", "H", "H", "H", "H"], "coordinates": [[-0.485, 0.409, 0.860], [1.955, -2.594, 0.342], [2.872, -2.983, -0.773], [3.716, -4.066, -0.463], [1.143, -3.253, 0.246], [1.582, -1.498, 0.158], [2.476, -2.476, 1.235], [3.588, -2.196, -1.267], [2.398, -3.342, -1.664], [3.878, -4.513, -1.287], [2.960, 2.819, -0.890], [2.537, 1.098, -0.750], [1.072, 1.049, -0.297], [2.419, 0.903, -2.549], [3.433, 3.272, -0.056], [2.208, 3.499, -1.483], [3.842, 2.885, -1.579], [1.867, 1.883, -2.920], [2.079, -0.147, -2.754], [3.526, 0.818, -2.856], [-3.255, 2.731, -0.931], [-1.999, 3.253, 0.252], [-1.638, 1.940, 1.052], [-0.677, 3.842, -0.850], [-3.090, 1.710, -1.513], [-3.494, 3.533, -1.661], [-4.024, 2.457, -0.422], [0.056, 3.988, -0.108], [-1.172, 4.848, -1.221], [-0.472, 3.220, -1.842], [-1.652, -1.682, 4.225], [0.026, -0.911, 4.219], [0.142, -0.402, 2.761], [-0.496, 0.436, 5.217], [-2.462, -1.236, 3.853], [-1.725, -2.064, 5.213], [-1.683, -2.510, 3.675], [-0.661, 0.191, 6.124], [-1.448, 0.895, 4.721], [0.334, 1.128, 5.281], [-0.702, -1.702, -2.440], [-1.715, -2.215, -1.096], [-1.534, -0.981, -0.198], [-3.317, -1.844, -1.844], [-0.622, -2.432, -3.060], [0.343, -1.465, -1.929], [-0.907, -0.847, -2.978], [-3.424, -1.027, -2.375], [-4.043, -1.908, -0.860], [-3.750, -2.511, -2.517]], "nbo_charge": [0.90, -0.63, -0.05, -0.72, 0.21, 0.21, 0.24, 0.13, 0.15, 0.47, -0.87, 1.27, -1.05, -0.83, 0.26, 0.24, 0.25, 0.25, 0.25, 0.25, -0.80, 1.21, -1.02, -0.81, 0.24, 0.24, 0.22, 0.24, 0.25, 0.25, -0.78, 1.25, -1.03, -0.81, 0.23, 0.22, 0.23, 0.22, 0.25, 0.24, -0.80, 1.28, -1.05, -0.81, 0.21, 0.24, 0.23, 0.22, 0.25, 0.24], "molar_mass_g_mol": 365.554, "multiplicity": 1, "homo_energy_ha": -0.435, "total_charge": 1}

---

Entry 4:
{"formula": "C5H9F", "method": "ωB97M-V/def2-TZVPD", "species": ["C", "C", "C", "C", "C", "H", "H", "H", "H", "H", "H", "H", "H", "H", "F"], "coordinates": [[-1.552, -0.582, 1.002], [-0.943, 0.530, 0.101], [0.328, -0.012, -0.436], [1.635, -0.108, 0.189], [1.395, 0.638, -1.150], [-1.967, -1.227, 0.227], [-2.425, -0.329, 1.593], [-0.830, -1.219, 1.634], [-0.715, 1.478, 0.589], [-1.660, 0.735, -0.667], [1.713, 0.441, 1.088], [2.114, -1.128, 0.351], [1.528, 0.136, -2.150], [1.475, 1.766, -1.159], [-0.097, -1.120, -1.210]], "nbo_charge": [-0.62, -0.42, 0.32, -0.46, -0.44, 0.22, 0.21, 0.21, 0.20, 0.22, 0.22, 0.24, 0.25, 0.22, -0.39], "molar_mass_g_mol": 88.125, "smiles": "CCC1(F)CC1", "multiplicity": 1, "homo_energy_ha": -0.385, "total_charge": 0}

---

Entry 5:
{"formula": "C38H30CoN11S", "method": "ωB97M-V/def2-TZVPD", "species": ["Co", "C", "C", "C", "C", "N", "C", "N", "C", "N", "C", "N", "C", "C", "C", "C", "C", "N", "C", "C", "C", "C", "C", "C", "H", "H", "H", "H", "H", "H", "H", "H", "H", "H", "H", "H", "C", "N", "C", "C", "N", "C", "S", "C", "C", "C", "C", "C", "N", "H", "H", "H", "H", "H", "H", "H", "H", "H", "C", "C", "C", "C", "C", "C", "N", "N", "C", "C", "C", "C", "C", "N", "H", "H", "H", "H", "H", "H", "H", "H", "H"], "coordinates": [[-0.524, -0.922, -0.136], [-2.597, 2.909, 0.759], [-2.387, 3.001, 2.121], [-1.610, 2.039, 2.753], [-1.070, 1.014, 1.994], [-1.308, 0.909, 0.684], [-2.038, 1.834, 0.081], [1.514, 1.490, 0.745], [1.903, 0.842, -0.301], [1.277, -0.341, -0.645], [2.001, -0.950, -1.628], [1.835, -2.066, -2.253], [0.899, -3.027, -1.947], [0.827, -4.109, -2.843], [-0.033, -5.149, -2.602], [-0.815, -5.122, -1.447], [-0.699, -4.029, -0.623], [0.118, -2.985, -0.855], [3.122, -0.063, -2.013], [4.108, -0.248, -2.961], [5.050, 0.761, -3.109], [4.997, 1.902, -2.314], [4.004, 2.074, -1.356], [3.054, 1.072, -1.222], [-3.170, 3.650, 0.222], [-2.814, 3.815, 2.692], [-1.436, 2.095, 3.817], [-2.171, 1.723, -0.988], [1.477, -4.086, -3.705], [-0.092, -5.983, -3.289], [-1.493, -5.925, -1.196], [-1.293, -3.974, 0.281], [4.130, -1.152, -3.555], [5.836, 0.662, -3.846], [5.743, 2.674, -2.445], [3.994, 2.970, -0.754], [2.166, 6.212, -0.084], [2.301, 4.889, 0.492], [3.086, 4.543, 1.577], [2.919, 3.222, 1.790], [2.055, 2.774, 0.814], [1.635, 3.799, 0.021], [0.553, 3.751, -1.260], [-0.157, -0.005, 2.559], [0.422, 0.113, 3.809], [1.281, -0.881, 4.246], [1.546, -1.956, 3.417], [0.936, -2.001, 2.178], [0.084, -1.060, 1.770], [2.841, 6.886, 0.436], [1.140, 6.562, 0.016], [2.413, 6.179, -1.144], [3.689, 5.266, 2.097], [3.349, 2.554, 2.514], [0.241, 0.985, 4.418], [1.744, -0.811, 5.221], [2.225, -2.744, 3.711], [1.129, -2.798, 1.472], [-4.541, -2.548, 3.564], [-3.214, -2.928, 3.423], [-2.519, -2.609, 2.267], [-3.167, -1.930, 1.243], [-4.499, -1.550, 1.377], [-5.179, -1.855, 2.542], [-2.436, -1.600, 0.056], [-3.133, -1.590, -0.978], [-2.458, -1.113, -2.122], [-3.138, -1.101, -3.323], [-2.509, -0.531, -4.421], [-1.255, 0.028, -4.254], [-0.642, -0.031, -3.009], [-1.220, -0.621, -1.965], [-5.078, -2.787, 4.472], [-2.717, -3.473, 4.214], [-1.488, -2.907, 2.154], [-4.981, -1.005, 0.578], [-6.210, -1.550, 2.655], [-4.134, -1.516, -3.369], [-3.002, -0.504, -5.382], [-0.742, 0.514, -5.071], [0.323, 0.422, -2.837]], "mulliken_spin": [0.98, 0.00, 0.00, 0.00, 0.02, 0.08, 0.00, 0.00, 0.00, -0.03, -0.01, 0.00, 0.01, 0.00, 0.00, 0.00, 0.01, 0.06, 0.01, 0.00, 0.00, 0.00, 0.00, 0.00, 0.00, 0.00, 0.00, 0.00, 0.00, 0.00, 0.00, 0.00, 0.00, 0.00, 0.00, 0.00, 0.00, 0.00, 0.00, 0.00, 0.00, 0.00, 0.00, -0.01, 0.00, 0.00, 0.00, 0.00, -0.04, 0.00, 0.00, 0.00, 0.00, 0.00, 0.00, 0.00, 0.00, 0.00, 0.00, 0.00, 0.00, 0.00, 0.00, 0.00, -0.02, -0.01, -0.01, 0.00, 0.00, 0.00, -0.01, -0.03, 0.00, 0.00, 0.00, 0.00, 0.00, 0.00, 0.00, 0.00, 0.00], "molar_mass_g_mol": 731.735, "multiplicity": 2, "homo_energy_ha": [-0.346, -0.346], "total_charge": 1}